Below is C16H38AlClO3SSiSr as an isolated structure, with properties calculated with ωB97M-V with the def2-TZVPD basis set.

Structure (XYZ):
```
62
Properties=species:S:1:pos:R:3:forces:R:3:lowdin_charge:R:1
C 0.606 -0.593 -6.787 0.394 -0.477 0.030 -0.357
H -1.646 2.686 3.511 0.097 -0.132 -0.089 0.082
H -3.292 -1.094 2.620 0.051 -0.037 -0.179 0.082
C -1.189 -2.872 0.511 -0.119 -0.298 -0.001 -0.024
H -3.351 -2.813 2.191 -0.016 0.071 -0.010 0.079
H -1.791 1.123 2.671 0.302 0.235 0.022 0.072
C -3.281 0.123 -1.200 -0.380 0.385 0.464 -0.246
H -1.576 -3.844 0.846 0.034 0.035 -0.098 0.082
H -1.938 2.314 0.444 0.210 0.049 -0.029 0.068
Sr 0.704 -1.156 -4.175 -0.380 0.323 -0.745 0.966
C 0.639 3.573 2.369 0.161 0.254 0.078 -0.049
H 0.382 -1.470 -7.409 -0.064 0.073 -0.338 -0.141
H -0.410 1.436 3.763 -0.064 0.068 -0.219 0.085
H 1.533 -0.110 -7.128 -0.093 -0.010 -0.196 -0.123
C -1.185 3.040 0.769 -0.209 0.125 -0.026 -0.037
H 1.313 3.199 3.147 -0.029 -0.051 -0.121 0.076
C 1.749 1.175 -4.084 0.343 0.177 -0.231 -0.425
C -1.554 -1.825 1.556 0.168 1.006 -0.398 -0.619
H 4.564 -0.198 0.419 -0.059 0.018 -0.085 0.082
H -1.087 -3.022 3.288 -0.009 0.109 -0.018 0.082
H -1.637 -2.632 -0.462 0.109 0.037 0.213 0.096
Cl -2.210 2.723 -2.886 0.017 1.047 -0.071 0.177
H 1.074 2.026 -3.915 0.077 -0.059 -0.022 -0.089
S 0.318 0.328 -1.566 0.055 0.092 1.106 0.433
H -1.035 -1.267 3.585 0.061 -0.120 -0.168 0.082
H -2.286 -0.397 -5.032 0.215 0.017 0.055 -0.129
C -1.078 1.885 3.014 -0.338 0.048 0.244 -0.037
C -3.051 -1.821 1.834 -0.192 -0.154 0.012 -0.039
O 1.350 -1.075 0.932 1.096 -0.012 0.665 -0.187
H -0.232 0.119 -6.824 0.151 -0.139 0.099 -0.092
C -0.282 2.479 1.855 0.437 -0.821 -0.440 -0.623
C 3.504 -0.288 0.147 0.223 -0.044 0.098 -0.036
H 0.041 4.383 2.808 0.068 -0.112 -0.072 0.079
C 2.742 -0.889 1.322 -0.981 0.039 -0.281 -0.631
Si 0.217 0.044 0.500 -0.412 0.337 -1.181 -0.086
H 3.876 0.047 2.888 -0.105 -0.041 -0.012 0.082
H 2.516 1.035 2.317 0.004 -0.300 0.044 0.069
Al -1.838 0.667 -2.437 -0.396 -2.915 -2.095 -0.450
H -3.424 -0.961 -1.153 0.119 0.027 -0.074 -0.015
H -3.175 0.500 -0.177 -0.123 -0.048 0.041 -0.030
H -0.103 -2.963 0.405 -0.192 0.133 -0.047 0.078
H 2.220 -0.376 3.371 0.044 0.061 -0.203 0.088
H 4.326 -2.186 1.992 -0.129 -0.022 -0.056 0.079
H 1.233 3.995 1.551 -0.067 -0.141 0.103 0.091
C -1.815 -0.782 -4.113 -0.312 0.958 1.672 -0.448
C 2.833 0.013 2.547 0.284 0.263 0.259 -0.042
H 2.597 1.260 -3.389 0.145 0.147 0.058 -0.115
H -0.593 3.350 -0.098 -0.146 -0.131 0.109 0.090
H 3.421 -0.932 -0.737 -0.061 0.230 0.150 0.092
H -2.424 -1.661 -3.795 -0.063 0.358 0.176 -0.146
C -0.795 -2.054 2.857 0.167 -0.244 0.287 -0.036
H 3.218 -2.963 0.843 -0.082 0.178 0.133 0.087
H 3.123 0.712 -0.092 0.004 -0.266 -0.066 0.086
H 0.287 -2.074 2.681 -0.316 0.078 0.050 0.063
H 2.718 -2.698 2.537 0.041 0.143 -0.249 0.079
H -1.718 3.916 1.160 0.010 -0.067 -0.071 0.087
H 2.114 1.197 -5.124 0.068 0.218 0.096 -0.102
C 3.274 -2.269 1.691 0.151 -0.272 -0.026 -0.045
H -3.627 -1.580 0.934 0.196 0.019 0.174 0.067
O 0.583 1.451 1.278 -0.513 0.636 0.793 -0.176
H -4.206 0.558 -1.616 0.171 -0.119 0.007 -0.009
O -1.244 -0.491 1.047 0.180 -0.959 0.676 -0.175
```
Positions in Å, forces in eV/Å.

Results
Largest force on an atom, Eh/bohr: 0.070
LUMO energy, eV: 4.11
Total charge: -2
Kohn-Sham gap, eV: 3.47

Below is a 4-piece molecular cluster, C16H38BF3O4 overall, with properties calculated with ωB97M-V with the def2-TZVPD basis set.

Structure (XYZ):
```
62
Properties=species:S:1:pos:R:3:forces:R:3:nbo_charge:R:1
H -3.157 2.338 -0.637 0.020 0.121 -0.107 0.196
C -0.669 -2.091 -3.608 0.187 -0.099 0.270 -0.633
C -0.438 -0.203 0.936 -1.287 -1.427 -0.538 1.001
H 1.981 1.270 0.359 -0.359 2.081 0.676 0.225
H 1.447 0.670 3.312 -2.049 1.175 -0.967 0.261
O -0.469 -4.365 2.241 -0.011 -0.079 -0.123 -0.718
C 4.397 0.282 2.145 0.720 0.714 0.354 -0.656
H 5.372 1.413 0.363 -0.730 0.699 1.941 0.180
H -1.383 -3.727 5.411 -0.052 0.028 -0.093 0.208
H 5.003 -0.654 1.779 -1.425 1.597 0.876 0.217
H -0.715 -3.485 1.910 0.097 -0.324 0.104 0.465
C 0.538 1.370 2.994 -0.306 0.487 1.245 -0.792
C -0.410 -1.908 -5.095 -0.605 0.238 0.240 0.095
C 5.131 1.612 1.491 -0.067 -1.825 0.715 -0.075
H -1.841 -2.826 3.947 0.140 0.001 0.032 0.192
H -2.494 -1.827 -5.689 0.092 -0.072 0.137 0.200
H 3.249 0.232 1.879 2.523 -0.020 0.329 0.216
H -1.782 -3.455 -5.751 -0.030 0.105 -0.028 0.207
H -1.391 -2.243 -6.993 0.041 -0.069 0.152 0.215
H 0.034 -5.256 4.006 -0.058 0.069 -0.244 0.176
C -2.548 3.846 -2.893 0.013 0.224 -0.300 -0.629
B 1.079 2.638 2.092 0.626 -1.496 -0.805 0.726
H 6.189 1.703 2.036 -2.483 0.347 -1.058 0.195
H 4.496 0.416 3.326 -0.269 -0.527 -2.569 0.212
C -1.520 -3.802 4.328 -0.235 -0.229 0.200 -0.628
H -1.706 1.232 2.252 2.211 -1.357 -0.158 0.260
H -3.212 4.698 -2.716 0.105 -0.059 -0.001 0.210
H -2.096 3.954 -3.884 -0.135 -0.018 0.114 0.220
C -0.242 -4.260 3.644 -0.168 0.655 -0.174 0.093
H -0.836 -3.144 -3.363 0.000 0.108 0.023 0.208
C 0.901 -3.289 3.898 0.364 -0.102 0.099 -0.628
C 1.870 2.396 0.670 0.257 -0.327 -0.645 -0.827
O -2.411 1.451 -3.050 0.140 -0.231 -0.156 -0.729
H -4.632 3.161 -1.195 0.077 -0.082 0.019 0.209
H 1.111 -3.198 4.968 0.001 0.038 -0.098 0.208
O 4.239 2.753 1.745 0.375 -0.563 -2.333 -0.563
C -1.586 -2.393 -5.926 -0.009 -0.180 -0.320 -0.629
H 1.811 -3.625 3.389 -0.141 0.003 0.104 0.222
H 0.151 1.841 4.020 0.624 -1.242 -2.125 0.238
H -4.458 1.397 -1.355 0.036 0.158 -0.064 0.220
F -0.620 0.677 -0.274 1.057 -2.977 3.735 -0.362
H 0.495 -2.456 -5.381 -0.031 0.259 -0.030 0.172
C 3.374 3.059 0.595 -1.086 0.927 -1.518 -0.059
H 0.876 3.750 2.490 0.074 -0.091 -0.122 -0.089
H 3.211 4.236 0.479 0.656 -2.474 0.713 0.194
H -1.729 3.883 -2.166 -0.146 -0.037 0.065 0.196
F -1.512 -1.256 0.800 3.350 2.964 0.057 -0.369
F 0.853 -0.961 0.906 -4.220 2.780 -0.297 -0.342
H 3.827 2.717 -0.453 -0.609 0.582 2.416 0.186
H -4.088 2.497 -3.558 0.205 -0.167 0.025 0.177
H 0.666 -2.295 3.502 -0.102 -0.045 0.068 0.191
C -3.305 2.531 -2.792 0.387 0.172 0.516 0.094
H -1.713 1.472 -2.375 -0.290 -0.040 -0.243 0.467
H 0.181 -1.726 -3.021 -0.059 -0.107 -0.114 0.215
H -1.025 -0.290 3.140 0.626 1.642 -2.026 0.258
C -0.737 0.561 2.356 0.287 -0.828 0.531 -0.488
H -1.544 -1.514 -3.288 -0.016 -0.088 -0.134 0.208
H -0.974 -0.034 -5.115 0.275 -0.187 -0.003 0.469
O -0.176 -0.528 -5.367 0.112 0.181 -0.096 -0.726
C -3.927 2.353 -1.417 -0.342 -0.159 0.090 -0.630
H 1.201 2.903 -0.175 1.481 -0.885 1.585 0.253
H -2.337 -4.504 4.127 0.159 0.059 0.057 0.221
```
Positions in Å, forces in eV/Å.

Results
Largest force on an atom, Eh/bohr: 0.098
LUMO energy, eV: -0.01
Total charge: 0
Kohn-Sham gap, eV: 9.81

Below is C16H38FN2O8P3Yb as an isolated structure, with properties calculated with ωB97M-V with the def2-TZVPD basis set.

Structure (XYZ):
```
69
Properties=species:S:1:pos:R:3:forces:R:3:nbo_charge:R:1
H 1.414 -0.289 0.160 -0.083 -0.076 0.042 0.192
H -3.592 -0.533 0.452 0.033 -0.184 -0.175 0.185
O 3.482 0.874 -1.624 0.320 -0.651 0.183 -0.830
H 5.928 -0.659 1.320 0.112 0.158 -0.069 0.247
H -2.198 1.636 1.413 -0.020 0.203 -0.074 0.255
C -2.959 -0.320 1.306 -0.401 0.496 0.371 0.215
H -2.066 -3.380 2.277 -0.095 0.579 -0.104 0.506
C -1.430 -0.920 -1.189 -0.035 -0.352 -0.153 -0.479
C 1.324 0.780 -0.031 0.330 -0.321 -0.233 -0.803
H 3.595 -0.973 0.489 -0.037 -0.172 -0.426 0.114
H -4.603 2.460 -0.732 0.180 0.063 0.125 0.233
H 0.476 -3.367 2.823 -0.052 0.005 -0.143 0.079
H 5.332 0.112 -1.113 0.033 -0.185 0.057 0.153
H 0.966 1.239 0.886 -0.065 0.247 0.095 0.255
N -4.502 -0.286 -2.524 0.108 0.196 0.204 -0.595
C -2.621 1.247 -2.186 -0.318 -0.146 -0.123 -0.806
H 0.608 0.202 -1.947 -0.065 0.006 -0.226 0.225
C -0.296 -4.157 2.561 -0.547 -0.323 -0.692 -0.064
C 5.087 -0.737 2.000 -0.146 -0.264 0.019 -0.612
C -0.230 -4.516 1.045 0.784 -0.177 1.061 -0.151
O -1.541 -3.770 2.980 0.134 -0.249 0.476 -0.652
H -1.099 -1.058 -2.220 0.053 0.084 -0.143 0.184
P 2.942 1.545 -0.301 -0.992 1.587 0.092 2.386
O -0.308 3.621 0.766 -0.073 -0.413 0.177 -0.960
H 6.017 2.297 -0.720 -0.044 0.082 0.153 0.222
H -0.528 3.135 1.566 -0.050 0.239 0.336 0.485
Yb 2.347 -3.538 1.257 2.514 0.592 1.318 1.841
C -0.113 -2.821 -0.789 0.192 0.832 -0.894 0.253
H -0.949 -3.396 -1.191 -0.125 -0.320 0.381 0.195
N -0.874 4.094 -1.717 -0.356 -0.545 0.232 -1.320
H -3.191 0.526 3.260 -0.051 0.199 0.167 0.218
H 5.074 0.377 -2.824 -0.345 -0.046 -0.214 0.208
P -1.301 3.285 -0.455 0.671 0.759 -1.088 1.819
H -2.664 2.290 -2.490 0.135 0.224 0.213 0.286
O 0.568 -3.535 0.293 -2.798 -0.314 -1.481 -0.729
H 0.293 -5.476 0.966 0.034 -0.108 -0.325 0.203
C -4.031 0.738 -1.934 -0.019 -0.624 -0.072 0.314
H -5.046 0.890 -0.045 0.049 -0.054 0.147 0.222
O 3.880 1.040 0.914 -0.044 -1.150 0.147 -0.783
H 0.631 -2.725 -1.590 0.181 -0.198 0.025 0.168
H 0.681 1.941 -1.718 -0.245 0.226 -0.007 0.290
H -2.224 0.691 -3.034 0.146 -0.048 -0.085 0.245
C 0.402 1.003 -1.244 0.329 -0.028 0.271 -0.732
C 5.637 2.141 -1.725 0.069 0.070 0.126 -0.666
H 6.488 2.159 -2.399 0.101 -0.024 -0.101 0.239
H -5.914 1.512 -1.409 -0.124 -0.032 -0.025 0.267
H -4.539 0.872 2.132 -0.059 0.238 0.097 0.239
H 2.958 -0.405 2.046 -0.179 0.022 0.213 0.167
H -0.981 0.400 1.567 0.240 -0.049 -0.121 0.257
O -2.728 3.832 0.068 0.009 -0.465 0.375 -1.006
H -0.675 3.514 -2.521 0.178 0.251 -0.207 0.366
C 3.797 -0.313 1.348 0.299 0.575 -0.023 -0.062
F -2.365 -1.547 1.677 0.204 -0.349 -0.108 -0.420
C 4.923 0.809 -1.844 0.316 0.148 0.003 -0.056
H 4.994 2.980 -1.964 -0.149 0.030 -0.154 0.258
C -4.925 1.453 -0.964 -0.225 0.267 -0.308 -0.695
H -3.828 -0.695 -3.170 0.016 -0.020 -0.065 0.324
H -3.076 4.332 -0.678 -0.207 0.414 -0.032 0.523
H 5.280 -0.183 2.911 0.078 0.161 0.054 0.261
C -3.823 0.133 2.470 0.414 -0.519 -0.209 -0.641
H -4.352 -0.732 2.857 -0.230 -0.018 0.038 0.238
H -1.209 -4.667 0.609 -0.178 0.251 -0.118 0.271
P -1.410 0.993 -0.799 0.423 0.184 0.408 1.259
O 2.822 2.997 -0.288 0.355 -0.209 -0.068 -1.034
O -0.465 -1.590 -0.322 -0.213 -0.257 0.314 -0.571
H 5.003 -1.793 2.274 0.069 -0.238 0.173 0.161
H -0.032 -5.051 3.126 0.104 -0.015 0.166 0.216
C -1.860 0.692 0.995 -0.589 -0.120 -0.218 -0.790
H -2.401 -1.408 -1.112 -0.053 -0.129 0.223 0.209
```
Positions in Å, forces in eV/Å.

Results
Largest force on an atom, Eh/bohr: 0.062
LUMO energy, eV: -9.08
Total charge: +2
Kohn-Sham gap, eV: 3.45